[1]
{"formula": "C2H4InNO5", "method": "the ωB97M-V functional and the def2-TZVPD basis", "orbital_gap_ev": 2.82, "de_lowest_kcal_mol": 1.8, "energy_ev": -19028.2388, "species": ["In", "N", "O", "O", "O", "O", "C", "C", "O", "H", "H", "H", "H"], "coordinates": [[0.62, -0.85, -0.69], [3.05, -1.75, -3.25], [3.30, -2.27, -2.16], [2.16, -0.96, -3.25], [3.69, -2.06, -4.23], [-2.25, -0.53, 0.68], [-2.25, 0.75, 1.27], [-0.95, 1.32, 2.08], [0.40, 1.15, 1.53], [-3.00, 0.69, 2.05], [-2.77, 1.38, 0.55], [-0.84, 0.81, 3.04], [-1.15, 2.34, 2.40]], "lowdin_charge": [1.2248, -0.7027, -0.1047, -0.1328, 0.0284, -0.1482, -0.2398, -0.1849, -0.2274, 0.1352, 0.1166, 0.1124, 0.1230]}

***

[2]
{"formula": "C4H7NO2", "method": "the ωB97M-V functional and the def2-TZVPD basis", "orbital_gap_ev": [7.98, 7.98], "de_lowest_kcal_mol": 81.6, "energy_ev": -9843.7400, "species": ["O", "C", "C", "N", "C", "C", "O", "H", "H", "H", "H", "H", "H", "H"], "coordinates": [[2.32, 0.07, 0.99], [0.94, 0.14, 1.09], [0.22, 1.25, 0.42], [-0.87, 0.72, -0.08], [-1.00, -0.66, 0.00], [0.21, -1.13, 0.57], [0.73, -2.24, 0.70], [2.49, -0.89, 0.94], [0.60, 0.20, 2.16], [0.41, 2.31, 0.40], [-1.02, 0.07, -3.26], [-1.60, 1.31, -0.46], [-1.67, 0.02, -2.91], [-1.76, -1.17, -0.56]], "lowdin_charge": [0.0088, -0.3123, -0.0106, 0.0334, -0.0570, -0.4002, 0.0253, 0.1012, 0.1805, 0.1310, 0.0319, 0.1604, 0.0107, 0.0967]}

***

Repeat the second record exactly.
{"formula": "C4H7NO2", "method": "the ωB97M-V functional and the def2-TZVPD basis", "orbital_gap_ev": [7.98, 7.98], "de_lowest_kcal_mol": 81.6, "energy_ev": -9843.7400, "species": ["O", "C", "C", "N", "C", "C", "O", "H", "H", "H", "H", "H", "H", "H"], "coordinates": [[2.32, 0.07, 0.99], [0.94, 0.14, 1.09], [0.22, 1.25, 0.42], [-0.87, 0.72, -0.08], [-1.00, -0.66, 0.00], [0.21, -1.13, 0.57], [0.73, -2.24, 0.70], [2.49, -0.89, 0.94], [0.60, 0.20, 2.16], [0.41, 2.31, 0.40], [-1.02, 0.07, -3.26], [-1.60, 1.31, -0.46], [-1.67, 0.02, -2.91], [-1.76, -1.17, -0.56]], "lowdin_charge": [0.0088, -0.3123, -0.0106, 0.0334, -0.0570, -0.4002, 0.0253, 0.1012, 0.1805, 0.1310, 0.0319, 0.1604, 0.0107, 0.0967]}